(1)
Density functional theory data (ωB97M-V with the def2-TZVPD basis set) for the molecule H3N5 in a non-equilibrium geometry.

Geometry (Å):
N 1.12 0.70 -0.13
N 1.02 -0.41 0.41
N 0.24 1.55 -0.22
N -0.16 -1.10 0.48
N -1.29 -0.92 0.05
H 0.66 2.24 -0.82
H 0.03 -2.09 0.67
H -1.60 0.04 -0.44

The value obtained for the HOMO-LUMO gap is 8.16 eV. As for the molecular weight: 73.1 g mol⁻¹. As for the HOMO energy: -8.471 eV. For the energy above the lowest of the compared OMol25 structures with the same formula, charge and spin, the calculation gives 19.5 kcal/mol. As for the multiplicity: 1. Its LUMO energy is -0.31 eV. Its charge is 0.

(2)
Density functional theory data (ωB97M-V with the def2-TZVPD basis set) for the molecule H3N5 in a non-equilibrium geometry.

Geometry (Å):
N 1.28 -0.47 -0.01
N 0.15 -1.17 -0.02
N 1.18 0.79 0.08
N -1.06 -0.64 -0.03
N -1.32 0.57 0.13
H 2.07 1.25 -0.12
H -1.97 -1.35 -0.12
H -0.33 1.03 0.09

The value obtained for the HOMO-LUMO gap (alpha / beta) is 8.93 / 8.93 eV. As for the molecular weight: 73.1 g mol⁻¹. As for the HOMO energy (alpha / beta): -9.126 / -9.126 eV. For the energy above the lowest of the compared OMol25 structures with the same formula, charge and spin, the calculation gives 12.0 kcal/mol. As for the multiplicity: 1. Its LUMO energy (alpha / beta) is -0.19 / -0.19 eV. Its charge is 0.

(3)
Density functional theory data (ωB97M-V with the def2-TZVPD basis set) for the molecule H3NO2S in a non-equilibrium geometry.

Geometry (Å):
N 0.77 0.60 0.43
S -0.26 -0.41 -0.32
O -1.92 -0.43 0.33
O -0.12 -0.40 -1.72
H 0.40 0.84 1.33
H 0.74 1.39 -0.34
H 0.39 -1.60 0.29

The value obtained for the HOMO-LUMO gap is 10.87 eV. The SMILES is N[SH](=O)=O. As for the molecular weight: 81.1 g mol⁻¹. As for the HOMO energy: -10.456 eV. For the energy above the lowest of the compared OMol25 structures with the same formula, charge and spin, the calculation gives 73.7 kcal/mol. As for the multiplicity: 1. Its LUMO energy is 0.41 eV. Its charge is 0.

(4)
Density functional theory data (ωB97M-V with the def2-TZVPD basis set) for a cluster of 2 separate species, H3NO2S2 in total in a non-equilibrium geometry.

Geometry (Å):
N 1.01 0.82 -0.67
O -0.57 -1.24 0.76
O 1.76 -0.65 -2.63
S 2.25 0.69 -3.56
S 1.26 -0.66 -1.11
H -0.82 -0.65 0.03
H 1.47 1.50 -1.17
H -0.95 -1.15 1.63

The value obtained for the HOMO-LUMO gap (alpha / beta) is 8.37 / 6.33 eV. As for the molecular weight: 113.2 g mol⁻¹. As for the HOMO energy (alpha / beta): -9.481 / -8.469 eV. For the energy above the lowest of the compared OMol25 structures with the same formula, charge and spin, the calculation gives 44.3 kcal/mol. As for the multiplicity: 1. Its LUMO energy (alpha / beta) is -1.11 / -2.14 eV. Its charge is 0.

(5)
Density functional theory data (ωB97M-V with the def2-TZVPD basis set) for the molecule H3NO2Si in a non-equilibrium geometry.

Geometry (Å):
N 0.30 -0.22 -1.00
O -0.12 1.51 0.54
O 1.53 -0.32 -1.18
Si -0.29 0.01 0.83
H -0.20 0.46 -1.72
H 0.38 -1.00 1.59
H -1.61 -0.45 0.94

The value obtained for the HOMO-LUMO gap (alpha / beta) is 8.09 / 8.10 eV. As for the molecular weight: 77.1 g mol⁻¹. As for the HOMO energy (alpha / beta): -10.284 / -10.287 eV. For the energy above the lowest of the compared OMol25 structures with the same formula, charge and spin, the calculation gives 7.8 kcal/mol. As for the multiplicity: 1. Its LUMO energy (alpha / beta) is -2.19 / -2.18 eV. Its charge is 0.

(6)
Density functional theory data (ωB97M-V with the def2-TZVPD basis set) for a structure of composition H3NO2Si in a non-equilibrium geometry.

Geometry (Å):
N -1.27 -0.62 0.18
O 0.27 -0.29 1.08
O -1.13 0.15 -0.76
Si 1.07 0.20 -0.14
H -1.93 -0.17 0.86
H 0.71 1.36 -0.85
H 2.28 -0.62 -0.37

The value obtained for the HOMO-LUMO gap (alpha / beta) is 8.03 / 8.03 eV. As for the molecular weight: 77.1 g mol⁻¹. As for the HOMO energy (alpha / beta): -8.763 / -8.765 eV. For the energy above the lowest of the compared OMol25 structures with the same formula, charge and spin, the calculation gives 38.8 kcal/mol. As for the multiplicity: 1. Its LUMO energy (alpha / beta) is -0.73 / -0.73 eV. Its charge is 0.

(7)
Density functional theory data (ωB97M-V with the def2-TZVPD basis set) for a cluster of 2 separate species, H3NO3Si in total in a non-equilibrium geometry.

Geometry (Å):
N 2.47 2.00 -1.12
O 3.61 1.82 -1.05
O 1.60 2.75 -1.24
O 1.79 -0.15 -0.70
Si 0.40 -0.30 0.04
H -0.79 -0.13 -0.78
H 0.04 -1.62 0.51
H 0.18 0.53 1.26

The value obtained for the HOMO-LUMO gap (alpha / beta) is 9.01 / 7.09 eV. As for the molecular weight: 93.1 g mol⁻¹. As for the HOMO energy (alpha / beta): -10.691 / -9.920 eV. For the energy above the lowest of the compared OMol25 structures with the same formula, charge and spin, the calculation gives 98.1 kcal/mol. As for the multiplicity: 1. Its LUMO energy (alpha / beta) is -1.68 / -2.83 eV. Its charge is 0.

(8)
Density functional theory data (ωB97M-V with the def2-TZVPD basis set) for a structure of composition H3NO5SSi in a non-equilibrium geometry.

Geometry (Å):
N -0.33 -0.45 -0.60
O 2.64 1.29 3.20
O 1.15 -0.18 2.06
O 2.37 0.05 -0.04
O 3.28 -0.21 1.02
O 3.21 -1.06 3.47
Si 0.77 0.32 0.42
S 2.62 -0.01 2.59
H -1.19 -0.11 -1.02
H -0.06 -1.22 -1.06
H 0.31 1.61 0.61

The value obtained for the HOMO-LUMO gap is 11.25 eV. As for the molecular weight: 157.2 g mol⁻¹. As for the HOMO energy: -11.142 eV. For the energy above the lowest of the compared OMol25 structures with the same formula, charge and spin, the calculation gives 5.3 kcal/mol. As for the multiplicity: 1. Its LUMO energy is 0.10 eV. Its charge is 0.

(9)
Density functional theory data (ωB97M-V with the def2-TZVPD basis set) for a cluster of 2 separate species, H3NOPS in total in a non-equilibrium geometry.

Geometry (Å):
N -0.51 -0.83 0.48
O 1.11 1.60 0.16
P 0.33 1.43 -1.06
S -1.83 -2.04 0.78
H -0.71 -0.18 1.23
H 0.26 -1.48 0.71
H 1.35 1.51 -2.31

The value obtained for the HOMO-LUMO gap (alpha / beta) is 5.14 / 5.14 eV. As for the molecular weight: 96.1 g mol⁻¹. As for the HOMO energy (alpha / beta): -2.247 / -2.249 eV. For the energy above the lowest of the compared OMol25 structures with the same formula, charge and spin, the calculation gives 35.1 kcal/mol. As for the multiplicity: 1. Its LUMO energy (alpha / beta) is 2.89 / 2.89 eV. Its charge is -1.

(10)
Density functional theory data (ωB97M-V with the def2-TZVPD basis set) for a cluster of 3 separate species, H3NOS in total in a non-equilibrium geometry.

Geometry (Å):
N 0.16 0.04 0.21
O -1.85 1.29 -1.17
S -1.01 0.91 0.33
H 1.71 -2.10 1.50
H 2.24 -1.63 1.05
H -1.25 1.49 -1.92

The value obtained for the HOMO-LUMO gap is 9.59 eV. As for the molecular weight: 65.1 g mol⁻¹. As for the HOMO energy: -10.484 eV. For the energy above the lowest of the compared OMol25 structures with the same formula, charge and spin, the calculation gives 47.1 kcal/mol. As for the multiplicity: 1. Its LUMO energy is -0.89 eV. Its charge is 0.

(11)
Density functional theory data (ωB97M-V with the def2-TZVPD basis set) for a cluster of 2 separate species, H3NOS2 in total in a non-equilibrium geometry.

Geometry (Å):
N 0.42 0.71 0.52
O 0.70 -0.14 1.49
S -0.93 0.49 -0.48
S 0.48 -1.84 1.50
H 1.34 0.59 -0.80
H -1.61 1.22 0.45
H -0.59 -2.28 2.17

The value obtained for the HOMO-LUMO gap is 9.09 eV. As for the molecular weight: 97.2 g mol⁻¹. As for the HOMO energy: -9.412 eV. For the energy above the lowest of the compared OMol25 structures with the same formula, charge and spin, the calculation gives 125.1 kcal/mol. As for the multiplicity: 1. Its LUMO energy is -0.33 eV. Its charge is 0.

(12)
Density functional theory data (ωB97M-V with the def2-TZVPD basis set) for a cluster of 2 separate species, H3NP2S in total in a non-equilibrium geometry.

Geometry (Å):
H -0.25 1.26 -1.34
N -0.23 0.83 -0.45
P 0.24 -0.58 -0.23
H -0.01 -0.82 1.22
P 2.13 1.65 -0.66
S 2.41 2.13 -2.51
H 1.20 2.57 -0.24

The value obtained for the HOMO-LUMO gap is 7.59 eV. The SMILES is [H]/N=P/[H].P=S. As for the molecular weight: 111.0 g mol⁻¹. As for the HOMO energy: -8.678 eV. For the energy above the lowest of the compared OMol25 structures with the same formula, charge and spin, the calculation gives 63.6 kcal/mol. As for the multiplicity: 1. Its LUMO energy is -1.09 eV. Its charge is 0.